No. 1
The following is a quantum chemistry calculation of an isolated molecule of C6H11NOS2 at a distorted geometry, from the Open Molecules 2025 dataset.

Geometry as XYZ:
```
21
Properties=species:S:1:pos:R:3:lowdin_charge:R:1
C 2.95428 -1.77683 -0.44752 -0.34
C 0.66661 -0.68637 0.58650 -0.27
C 0.19279 0.50671 1.31117 -0.30
C -0.08996 1.72471 0.53812 -0.24
C -0.83982 1.57533 -0.80805 -0.23
C -2.75418 0.09917 -0.30482 -0.70
H 2.17994 -2.65529 -0.60998 0.08
H 3.71268 -1.56576 -1.39630 0.09
H 3.48350 -1.88512 0.59406 0.09
H 1.17213 -1.26302 1.31723 0.07
H 0.04642 -1.23063 -0.16074 0.10
H -0.71623 0.10866 1.70602 0.10
H 0.79945 0.85434 2.14956 0.13
H -0.45842 2.62751 1.09719 0.13
H 0.82763 2.20560 0.12981 0.11
H -0.11791 0.99154 -1.49432 0.11
H -0.85804 2.63092 -1.26665 0.13
N -2.25483 1.18015 -0.74010 0.04
O 3.15857 0.62470 0.48408 -0.58
S 2.23579 -0.12910 -0.52453 0.85
S -3.50668 -1.29176 0.14890 0.62
```

Properties
- Charge: 0
- E_LUMO: 0.2 eV
- HOMO energy: -9.112 eV
- Gap between HOMO and LUMO: 9.305 eV

=====

No. 2
The following is a quantum chemistry calculation of a structure of composition C6H11NOS2 at a distorted geometry, from the Open Molecules 2025 dataset.

Geometry as XYZ:
```
21
Properties=species:S:1:pos:R:3:lowdin_charge:R:1
C 3.08448 1.52916 0.43273 -0.20
C 3.41302 0.44109 -0.31929 -0.22
C 4.05514 -0.69828 0.27307 -0.74
C -2.68376 -1.20177 0.20883 -0.51
C -3.80553 -0.33824 0.50384 -0.50
C -2.27899 -0.45292 -1.03453 -0.38
H 1.99319 3.31282 0.42508 0.12
H 2.87213 2.98024 -1.27720 0.18
H 3.41043 1.69089 1.46298 0.12
H 3.22058 0.33435 -1.36125 0.09
H 3.97767 -0.62237 1.43144 0.08
H -3.53189 -2.99546 0.76794 0.22
H -1.91556 -1.08864 1.02780 0.16
H -4.80809 -0.60154 0.18495 0.08
H -3.98867 -0.18300 1.56894 0.08
H -2.91015 -0.74078 -1.89616 0.10
H -1.29060 -0.28751 -1.19032 0.04
N 2.58247 2.66690 -0.22142 -0.02
O -2.75740 -2.69046 -0.08725 -0.14
S 4.54345 -2.09736 -0.43652 0.59
S -3.18191 1.04287 -0.46367 0.84
```

Properties
- Charge: 0
- E_LUMO: -0.2 eV
- HOMO energy: -8.215 eV
- Gap between HOMO and LUMO: 7.967 eV

=====

No. 3
The following is a quantum chemistry calculation of a structure of composition C6H11NS at a distorted geometry, from the Open Molecules 2025 dataset.

Geometry as XYZ:
```
19
Properties=species:S:1:pos:R:3:lowdin_charge:R:1
C -0.17052 -0.30260 0.04952 -0.21
C 1.58809 -1.76439 0.27282 -0.45
C 1.29988 0.87486 -0.47266 -0.57
C 1.30120 2.10731 0.39300 -0.17
C -2.50073 -0.96515 -0.31525 -0.10
C -1.54827 0.19694 -0.03091 -0.21
N 0.24679 -1.42377 0.33915 0.01
S 2.63723 -0.26688 -0.22592 0.83
H 1.96203 -2.11747 1.23319 0.07
H 1.73793 -2.53498 -0.48587 0.08
H 1.12559 1.06126 -1.52917 0.06
H 2.24169 2.64245 0.27936 0.06
H 1.18097 1.84879 1.44458 0.08
H 0.49327 2.77558 0.09929 0.07
H -3.50998 -0.60887 -0.49010 0.07
H -2.50286 -1.64993 0.52669 0.07
H -2.16899 -1.50758 -1.19457 0.07
H -1.81225 0.67458 0.91679 0.12
H -1.60103 0.95988 -0.80991 0.11
```

Properties
- Charge: 0
- E_LUMO: 1.0 eV
- HOMO energy: -8.414 eV
- Gap between HOMO and LUMO: 9.376 eV

=====

No. 4
The following is a quantum chemistry calculation of an isolated molecule of C6H11NS at a distorted geometry, from the Open Molecules 2025 dataset.

Geometry as XYZ:
```
19
Properties=species:S:1:pos:R:3:lowdin_charge:R:1
C 2.08167 -0.41914 -0.28985 0.07
C 0.94030 0.21192 0.00802 -0.31
C -0.86300 -1.37811 -0.96245 0.02
C -0.40907 -0.42645 0.13127 -0.58
C 0.79525 1.74022 0.26855 -0.03
C -0.78772 -0.61014 1.54207 -0.03
N -1.39649 0.22357 -0.79380 -0.45
S -3.00214 0.39573 -0.48505 0.73
H 2.92218 0.15259 -0.03135 0.04
H 2.18692 -1.47449 -0.21036 0.06
H -0.48392 -1.56439 -1.92338 0.08
H -1.57700 -2.05378 -0.69652 0.05
H 1.72487 2.29818 0.07174 0.08
H -0.07241 1.96431 -0.43853 0.09
H 0.44975 1.77543 1.32538 0.08
H -0.34988 -1.73082 1.63122 0.15
H -1.84785 -0.70539 1.76163 0.06
H -0.24213 0.03011 2.16688 0.05
H -3.56698 0.26843 -1.67064 -0.16
```

Properties
- Charge: 0
- E_LUMO: 0.8 eV
- HOMO energy: -8.010 eV
- Gap between HOMO and LUMO: 8.839 eV
- Structure (SMILES): C=C(C)[C@]1(C)CN1S

=====

No. 5
The following is a quantum chemistry calculation of an isolated molecule of C6H11O3 at a distorted geometry, from the Open Molecules 2025 dataset.

Geometry as XYZ:
```
20
Properties=species:S:1:pos:R:3:lowdin_charge:R:1
O 1.06162 1.52910 0.84385 -0.05
O 1.72958 2.40673 0.08324 0.16
C -1.11556 -1.17113 -1.43157 -0.06
C -1.03062 0.04245 -0.47587 -0.43
C -1.43239 1.32411 -1.18042 -0.08
C 0.40383 0.10490 0.06469 -0.15
C 0.52991 -0.70543 1.28959 -0.48
O -0.35095 -1.42561 1.77637 0.04
C 1.90995 -0.58063 1.94401 -0.04
H -0.96453 -2.10912 -0.86716 0.08
H -2.14702 -1.14413 -1.81656 0.08
H -0.34232 -1.09080 -2.24171 0.09
H -1.65365 -0.11978 0.44511 0.15
H -1.50639 2.14156 -0.44763 0.08
H -0.68363 1.59150 -1.95236 0.09
H -2.41912 1.13357 -1.61553 0.08
H 1.20093 -0.14265 -0.82261 0.19
H 2.64625 0.12257 1.49004 0.08
H 1.80975 -0.33426 3.01081 0.09
H 2.35437 -1.57293 1.90373 0.08
```

Properties
- Charge: 0
- <S²>: 3.7687
- E_LUMO (spin up / spin down): 0.8 / -3.5 eV
- HOMO energy (spin up / spin down): -6.624 / -9.210 eV
- Gap between HOMO and LUMO (spin up / spin down): 7.395 / 5.750 eV
- Spin multiplicity: 4

=====

No. 6
The following is a quantum chemistry calculation of the ion C6H11O3PSi with charge -2 at a distorted geometry, from the Open Molecules 2025 dataset.

Geometry as XYZ:
```
22
Properties=species:S:1:pos:R:3:lowdin_charge:R:1
C 1.72076 1.39783 0.40925 -0.30
C -0.27787 0.27251 -1.81849 -0.24
C 0.47295 1.63261 1.59381 -0.06
C -0.73204 -0.83886 -1.25068 -0.44
C -2.06733 -1.44195 -1.62030 -0.09
C 0.00706 -1.56567 -0.17643 -0.09
O 1.77238 0.51227 3.78345 -0.47
O -0.46019 1.71373 4.16826 -0.48
O -0.36553 -0.31599 2.59897 -0.44
Si 1.31504 1.17545 -1.34037 0.43
P 0.39990 0.86137 3.26823 -0.03
H 2.65391 1.15520 0.88278 -0.04
H -0.91393 0.74467 -2.57028 0.03
H -0.48548 1.78366 1.11386 0.01
H -2.72218 -1.44431 -0.74725 0.08
H -2.55266 -0.87608 -2.41910 0.06
H -1.95064 -2.47807 -1.95407 0.06
H -0.16068 -1.08296 0.80105 0.05
H 1.07686 -1.53041 -0.35216 0.06
H -0.31559 -2.60477 -0.10148 0.06
H 2.39966 0.47724 -2.12339 -0.08
H 1.18561 2.45252 -2.14566 -0.09
```

Properties
- Charge: -2
- E_LUMO: 5.6 eV
- HOMO energy: -0.244 eV
- Gap between HOMO and LUMO: 5.814 eV
- Structure (SMILES): CC(C)=C[SiH2]/C=C/P(=O)([O-])[O-]

=====

No. 7
The following is a quantum chemistry calculation of a cluster of 2 separate species, C6H11OP in total at a distorted geometry, from the Open Molecules 2025 dataset.

Geometry as XYZ:
```
19
Properties=species:S:1:pos:R:3:lowdin_charge:R:1
C -2.73746 1.41220 0.33711 -0.11
C -2.16609 1.72287 -0.82228 0.03
C 0.62640 -1.45775 0.69564 -0.27
C 1.62131 -1.36928 -0.49507 -0.30
C 0.41742 -0.13155 1.36875 -0.27
C 1.05129 -0.31629 -1.35905 -0.30
O 1.66617 2.06210 0.06487 -0.37
P 0.67607 1.00949 -0.09158 0.81
H -3.71403 1.70497 0.54442 0.02
H -2.20065 0.94330 1.09625 -0.02
H -2.33951 2.37129 -1.58775 -0.02
H -0.30335 -1.57279 0.16355 0.09
H 0.83614 -2.30527 1.31200 0.11
H 2.65423 -1.19072 -0.12803 0.13
H 1.67894 -2.30000 -0.97084 0.09
H -0.62446 -0.19702 1.61828 0.05
H 1.07473 0.14835 2.23113 0.11
H 1.63155 0.33035 -2.07900 0.09
H 0.15127 -0.86427 -1.89839 0.13
```

Properties
- Charge: 0
- E_LUMO (spin up / spin down): 0.1 / -0.2 eV
- HOMO energy (spin up / spin down): -7.728 / -8.592 eV
- Gap between HOMO and LUMO (spin up / spin down): 7.843 / 8.406 eV

=====

No. 8
The following is a quantum chemistry calculation of an isolated molecule of C6H11P at a distorted geometry, from the Open Molecules 2025 dataset.

Geometry as XYZ:
```
18
Properties=species:S:1:pos:R:3:lowdin_charge:R:1
C -1.44258 0.88644 -0.08889 -0.13
C -0.58364 1.46362 1.12692 -0.22
C -1.15959 -0.66332 0.06444 -0.14
C 0.61013 0.74146 0.93838 -0.14
C 0.32360 -0.49625 0.47322 -0.35
C 1.06646 -1.62552 -0.13219 -0.32
P 1.89142 -0.86947 -1.91193 0.80
H -2.45150 1.17281 -0.15417 0.08
H -0.86707 1.18185 -0.98447 0.10
H -0.39320 2.50600 1.01267 0.09
H -1.09639 1.38591 2.12571 0.13
H -1.80994 -1.33678 0.63734 0.11
H -1.27825 -1.12455 -0.85521 0.06
H 1.64976 1.19985 0.95484 0.13
H 1.98537 -1.87712 0.37828 0.05
H 0.63764 -2.57408 -0.23549 0.04
H 2.20699 0.12790 -1.03893 -0.18
H 0.71081 -0.09874 -2.31052 -0.12
```

Properties
- Charge: 0
- E_LUMO: 0.9 eV
- HOMO energy: -8.233 eV
- Gap between HOMO and LUMO: 9.117 eV
- Structure (SMILES): PCC1=CCCC1

=====

No. 9
The following is a quantum chemistry calculation of an isolated molecule of C6H11P at a distorted geometry, from the Open Molecules 2025 dataset.

Geometry as XYZ:
```
18
Properties=species:S:1:pos:R:3:lowdin_charge:R:1
C 0.31630 0.01039 1.16930 -0.44
C 0.88789 0.06333 2.34731 -0.07
C -1.09732 -0.92507 0.87248 -0.11
C -1.38219 -0.52410 -0.61815 -0.28
C -0.86884 0.88089 -0.91993 -0.40
C 1.70356 0.26177 -1.31772 -0.36
P 0.77271 1.23062 -0.09517 0.89
H 1.54299 0.87415 2.63325 0.04
H 0.56267 -0.49257 3.22730 0.06
H -1.02431 -1.99361 0.91713 0.08
H -1.69182 -0.54994 1.67265 0.08
H -0.81703 -1.26879 -1.27211 0.11
H -2.43317 -0.65831 -0.88806 0.09
H -0.53322 1.10476 -2.02619 0.09
H -1.62417 1.60295 -0.57182 0.07
H 1.31710 -0.72216 -1.68611 0.04
H 2.82736 0.09631 -1.22358 0.05
H 1.54150 1.00937 -2.22059 0.05
```

Properties
- Charge: 0
- E_LUMO: 1.1 eV
- HOMO energy: -8.889 eV
- Gap between HOMO and LUMO: 9.977 eV
- Structure (SMILES): C=C1CCCP1C

=====

No. 10
The following is a quantum chemistry calculation of an isolated molecule of C6H12, from the Open Molecules 2025 dataset.

Geometry as XYZ:
```
18
Properties=species:S:1:pos:R:3:lowdin_charge:R:1
C 1.68085 0.95097 -0.55122 -0.11
C 1.49574 -0.35257 0.23103 -0.21
C 0.22888 -0.91916 -0.38144 -0.30
C -0.95966 -1.53438 0.29578 -0.09
C -1.07631 -0.16953 -0.34360 -0.32
C -1.51905 0.96383 0.57152 -0.09
H 1.84671 0.71100 -1.61097 0.08
H 0.75557 1.52844 -0.48329 0.05
H 2.41890 1.66181 -0.19542 0.07
H 1.38791 -0.18403 1.30856 0.11
H 2.36617 -1.03037 0.12500 0.11
H 0.44196 -1.34940 -1.35526 0.13
H -0.94101 -1.51359 1.38668 0.11
H -1.48479 -2.38137 -0.14920 0.10
H -1.55192 -0.11312 -1.32148 0.13
H -2.54843 0.70694 0.82812 0.07
H -1.56159 1.96440 0.12193 0.07
H -0.97993 1.06013 1.52328 0.08
```

Properties
- Charge: 0
- E_LUMO: 1.2 eV
- HOMO energy: -9.807 eV
- Gap between HOMO and LUMO: 11.006 eV
- Structure (SMILES): CC[C@H]1C[C@H]1C

=====

No. 11
The following is a quantum chemistry calculation of a cluster of 2 separate species, C6H12 in total, from the Open Molecules 2025 dataset.

Geometry as XYZ:
```
18
Properties=species:S:1:pos:R:3:lowdin_charge:R:1
C -1.11291 0.69444 1.04701 -0.12
C -1.25900 -0.69513 0.43365 -0.26
C 0.06788 -1.47302 0.41096 -0.23
C 1.03972 -0.91383 -0.59101 -0.22
C 2.09987 -0.16710 -0.28979 -0.02
C 0.17286 2.28617 -1.29599 0.16
H -0.32897 1.28934 0.54963 0.01
H -0.82105 0.62537 2.10197 0.08
H -2.04776 1.26221 0.99390 0.08
H -2.00018 -1.26788 1.00513 0.10
H -1.65115 -0.61698 -0.59016 0.10
H -0.13362 -2.52627 0.17676 0.11
H 0.51678 -1.44748 1.41289 0.11
H 0.81910 -1.12407 -1.64014 0.10
H 2.35177 0.06739 0.74299 0.07
H 2.75645 0.23685 -1.05558 0.06
H 0.46927 1.50127 -2.02656 -0.07
H -0.93907 2.26874 -1.38566 -0.06
```

Properties
- Charge: 0
- E_LUMO (spin up / spin down): -0.7 / -0.7 eV
- HOMO energy (spin up / spin down): -9.393 / -9.494 eV
- Gap between HOMO and LUMO (spin up / spin down): 8.657 / 8.775 eV

=====

No. 12
The following is a quantum chemistry calculation of a cluster of 3 separate species, C6H12 in total, from the Open Molecules 2025 dataset.

Geometry as XYZ:
```
18
Properties=species:S:1:pos:R:3:lowdin_charge:R:1
C -1.26875 -1.06012 0.46174 -0.06
C -0.42231 0.07920 -0.09948 -0.51
C -1.28917 1.17115 -0.70947 -0.06
C 0.74673 0.53257 0.79589 -0.20
C 1.64814 -0.36624 0.16668 -0.22
C 0.74253 -0.50675 -1.04780 -0.09
H -1.86699 -1.52470 -0.33151 0.08
H -0.64190 -1.83428 0.91752 0.09
H -1.95837 -0.68781 1.22822 0.08
H -1.90130 0.77631 -1.52977 0.08
H -0.67594 1.98822 -1.10748 0.08
H -1.96935 1.59060 0.04199 0.08
H 0.93211 1.60297 0.83277 0.09
H 1.78147 0.46990 1.88599 0.12
H 2.01372 -1.26896 0.64153 0.08
H 2.60406 0.32391 1.17781 0.13
H 0.58019 -1.50193 -1.48043 0.10
H 0.94514 0.21599 -1.84419 0.11
```

Properties
- Charge: 0
- E_LUMO: 0.7 eV
- HOMO energy: -9.166 eV
- Gap between HOMO and LUMO: 9.877 eV